(1)
The following is a DFT calculation (the ωB97M-V functional and the def2-TZVPD basis) of a structure of composition C2H7N3S at a distorted geometry.

Last column: Mulliken charge in e.
CARTESIAN COORDINATES (ANGSTROEM)
1 C -1.68966 0.97500 0.24797  -0.681
2 C 0.56925 0.15684 -0.33528  0.062
3 H -1.33035 0.92247 1.45694  0.279
4 H -2.88926 0.80045 0.21944  0.241
5 H -1.38704 1.95106 -0.46385  0.279
6 H -1.61115 -1.67024 1.15608  0.136
7 H 1.00425 1.16301 -0.86688  0.143
8 H 2.89538 0.43268 -0.31604  0.276
9 H 2.95335 -1.61078 -0.55781  0.280
10 N -0.86080 -0.00497 -0.62670  -0.161
11 N 1.32259 -0.77778 0.12900  -0.108
12 N 2.69940 -0.75552 0.12822  -0.566
13 S -1.67596 -1.58223 -0.17109  -0.180

Its energy above the lowest of the compared OMol25 structures with the same formula, charge and spin is 119.8 kcal per mole. For the strongest force on any atom, the calculation gives 4.73 eV Å⁻¹. For the energy, the calculation gives -642.6618 Eh. Its net charge is 0.

=====

(2)
The following is a DFT calculation (the ωB97M-V functional and the def2-TZVPD basis) of the molecule C2H7N3S at a distorted geometry.

Last column: Mulliken charge in e.
CARTESIAN COORDINATES (ANGSTROEM)
1 C -0.27890 -1.58066 0.12007  -0.749
2 N -0.04959 -0.25213 -0.63234  0.005
3 N -1.26394 0.68988 -0.20990  -0.621
4 C 1.10928 0.45259 -0.22541  0.153
5 N 0.83637 1.80517 0.18690  -0.392
6 S 2.64809 -0.28076 -0.16378  -0.309
7 H 0.61761 -2.11675 0.58304  0.288
8 H -0.79643 -1.54360 1.26445  0.242
9 H -0.74526 -2.57747 -0.56234  0.233
10 H -1.60079 0.34399 0.63673  0.276
11 H -1.88291 0.30733 -0.98427  0.302
12 H 1.48080 2.55045 -0.12989  0.256
13 H -0.07434 2.20196 0.11673  0.314

Its SMILES is CN(N)C(N)=S. Its energy above the lowest of the compared OMol25 structures with the same formula, charge and spin is 71.3 kcal per mole. For the strongest force on any atom, the calculation gives 5.69 eV Å⁻¹. For the energy, the calculation gives -642.7390 Eh. Its net charge is 0.

=====

(3)
The following is a DFT calculation (the ωB97M-V functional and the def2-TZVPD basis) of the molecule C2H7N3S at a distorted geometry.

Last column: Mulliken charge in e.
CARTESIAN COORDINATES (ANGSTROEM)
1 H -1.19827 1.83876 0.16978  0.216
2 N -0.28413 1.36584 0.00152  -0.699
3 C -0.37080 0.09251 -0.09758  0.610
4 N -1.55765 -0.66376 -0.03338  -0.253
5 C -2.82792 -0.01332 0.03423  -0.926
6 N 0.72554 -0.72158 -0.07394  -0.379
7 S 2.28686 -0.03517 0.09948  -0.157
8 H -1.42009 -1.39102 0.63750  0.246
9 H -3.22177 0.16514 1.09821  0.237
10 H -2.76481 0.90207 -0.64762  0.401
11 H -3.56838 -0.70786 -0.39067  0.256
12 H 0.56867 -1.59548 -0.62321  0.298
13 H 2.02098 1.01237 -0.71485  0.150

Its SMILES is [H]/N=C(\NC)NS. Its energy above the lowest of the compared OMol25 structures with the same formula, charge and spin is 15.6 kcal per mole. For the strongest force on any atom, the calculation gives 2.53 eV Å⁻¹. For the energy, the calculation gives -642.8278 Eh. Its net charge is 0.